DFT (ωB97M-V with the def2-TZVPD basis set) results for a cluster of 2 separate species, C8H10N4O2 in total in a non-equilibrium geometry.

The geometry in XYZ format:
```
24
C8H10N4O2 | the OMol25 dataset | ωB97M-V with the def2-TZVPD basis set
C -1.79180 1.97425 0.75469
C -0.87418 0.76045 0.61801
C -1.67656 -0.48900 0.22258
C -0.74346 -1.67788 0.10682
N -0.67500 -2.25153 -1.10593
O -0.09963 -2.08562 1.05972
C 0.19489 1.05349 -0.42621
C 1.37004 1.56898 -0.13977
N 2.35528 2.21329 0.09332
C -0.10009 0.76599 -1.76407
N -0.38406 0.45624 -2.83521
H -2.29179 2.17861 -0.19120
H -2.54775 1.79488 1.51626
H -1.21365 2.85189 1.03625
H -0.37625 0.56586 1.57369
H -2.40458 -0.69914 1.00830
H -2.20593 -0.31986 -0.71510
H -1.08167 -1.81693 -1.91770
H -0.00718 -2.99384 -1.24987
H 3.27886 1.83849 0.26138
N 2.60943 -2.03798 0.81638
C 3.15716 -1.10375 0.33243
O 3.85347 -0.27767 -0.09844
H 1.65442 -2.26924 1.04366
```

SMILES string: C[C@@H](CC(N)=O)C(=C=N)C#N.N=C=O
HOMO level: -9.33 eV
Kohn-Sham gap: 0.3657 Ha
total energy: -18513.2748 eV
E_LUMO: 0.62 eV
energy above the lowest of the compared OMol25 structures with the same formula, charge and spin: 0.0 kcal/mol